Record 1
{"formula": "C43H34Cl3N5O6SV", "method": "ωB97M-V/def2-TZVPD", "species": ["H", "C", "H", "H", "H", "H", "H", "C", "S", "N", "H", "H", "H", "C", "C", "C", "N", "H", "H", "Cl", "C", "O", "C", "C", "H", "H", "O", "C", "H", "C", "C", "N", "Cl", "C", "C", "H", "H", "O", "H", "Cl", "C", "C", "C", "C", "C", "C", "C", "C", "C", "C", "C", "C", "H", "C", "C", "H", "C", "C", "H", "C", "H", "C", "H", "H", "H", "C", "C", "H", "H", "C", "V", "C", "H", "C", "H", "O", "C", "H", "H", "C", "H", "H", "C", "C", "N", "H", "C", "O", "O", "C", "C", "N", "H"], "xyz": [[-5.4017, -5.9964, -3.1129], [-2.0700, 0.5242, 1.7546], [5.7591, 0.6963, -1.2699], [-7.2431, -0.8570, 0.9175], [-2.0888, -1.0598, 2.9435], [2.8994, -2.8724, 0.1674], [2.2052, 1.4018, -1.1417], [-1.8671, 3.0456, 1.8891], [4.7662, 4.9252, -0.1984], [-0.2999, -3.1495, 1.3932], [-1.2933, 5.0838, 4.5378], [-6.6607, 1.5077, 1.3779], [-4.4603, -3.8635, -3.9539], [-1.3765, 2.9386, 4.6149], [1.1118, 3.1715, -1.5170], [4.6458, 3.2141, -0.1481], [1.3102, -1.7032, -0.6966], [-3.1151, -1.9056, 1.2065], [0.2345, -4.4914, 2.9340], [2.6402, 3.0450, -5.7508], [2.0676, -2.6691, 4.1251], [-2.7788, -2.3867, -2.7538], [-3.2273, -3.5504, -2.2402], [1.9608, 2.1431, -1.8929], [-4.7233, -6.8661, -0.8871], [1.8908, -0.3306, -4.3899], [4.6696, 0.7787, -2.9382], [2.0788, -0.3519, 2.6750], [2.0399, -3.6047, 4.6719], [2.0740, 3.0211, -4.0985], [-3.5427, 0.1809, 1.5288], [-1.2807, -3.9566, 0.8550], [-0.3103, 5.4217, -2.0210], [1.3010, -2.5368, 2.9620], [3.2577, -1.8674, -1.7582], [3.4859, -1.0794, -4.2270], [-1.1771, 2.8876, 5.6788], [-1.8488, 0.7948, -0.6476], [-3.0376, -5.6123, 0.4408], [4.1959, 2.3985, 1.2963], [-3.8832, -1.1467, 1.2656], [5.1717, 4.8749, -1.8625], [-4.6796, -5.4528, -2.5138], [3.4285, 0.9435, -3.6236], [0.3993, -3.5352, 2.4570], [1.2322, -1.0103, -1.8198], [2.8311, -1.6065, 4.5538], [-5.2014, -1.5226, 1.0463], [-4.2949, -5.9465, -1.2670], [-2.8097, -4.0555, -0.9957], [-1.8257, 1.8090, 2.5324], [-1.5652, 1.7654, 3.8942], [2.0402, 0.5455, 2.0706], [2.4905, 2.0480, -3.1790], [-1.7986, -3.3426, -0.1925], [0.3610, -0.4581, -2.1488], [1.2085, 4.0428, -3.7522], [-1.2777, 0.6221, 0.4142], [4.2595, -2.0788, -2.0961], [-4.1540, -4.2693, -2.9955], [0.9012, 4.7709, -4.4922], [5.2045, 3.6049, -2.3404], [3.7167, 1.1740, -4.6385], [0.7250, 3.2150, -0.5070], [-2.0480, 3.0856, 0.8178], [-3.3666, -5.2472, -0.5233], [4.8875, 2.6284, -1.3469], [-5.4334, -2.5603, 0.8326], [-1.7134, 5.1717, 2.0963], [-6.2096, -0.5714, 1.0866], [-0.0370, -1.4101, 0.7461], [2.5782, -2.2474, -0.6498], [-2.2703, -1.9380, -2.0508], [-1.4377, 4.1682, 3.9766], [5.3598, 5.7979, -2.3963], [-1.4245, -2.1436, -0.5482], [-1.6779, 4.2177, 2.6080], [5.4379, 3.3506, -3.3694], [-1.4943, 0.8083, 4.3978], [-5.8835, 0.7531, 1.3445], [3.4144, 0.4423, 4.1409], [3.4209, -1.6917, 5.4592], [0.7457, 4.1197, -2.4536], [-4.5630, 1.1268, 1.5661], [1.3327, -1.3774, 2.2373], [4.0385, 0.7002, -0.9522], [4.8159, 1.1444, -1.5756], [0.0162, 0.5475, 0.6204], [-1.4134, -0.5776, 2.4537], [2.7636, -0.4240, -3.7461], [2.8377, -0.4171, 3.8221], [2.3913, -1.0812, -2.4983], [-4.3390, 2.1644, 1.7686]], "mulliken_spin": [0.00, 0.00, 0.00, 0.00, 0.00, 0.00, -0.01, 0.00, 0.00, -0.02, 0.00, 0.00, 0.00, 0.00, 0.00, 0.00, -0.10, 0.00, 0.01, 0.00, 0.05, 0.00, 0.01, 0.01, 0.00, 0.00, 0.00, 0.03, 0.00, 0.00, -0.03, 0.00, 0.00, 0.08, 0.01, 0.00, 0.00, 0.03, 0.00, 0.00, 0.03, 0.00, 0.01, 0.00, 0.27, 0.07, 0.02, 0.00, 0.00, 0.00, 0.00, 0.00, 0.01, 0.00, 0.01, -0.01, 0.00, 0.00, 0.00, 0.00, 0.00, 0.00, 0.00, 0.00, 0.00, 0.01, 0.00, 0.00, 0.00, 0.00, 2.40, 0.01, 0.00, 0.00, 0.00, -0.04, 0.00, 0.00, 0.00, 0.00, 0.00, 0.00, 0.00, 0.00, 0.02, 0.00, 0.00, 0.05, -0.02, 0.00, 0.07, 0.01, 0.00], "orbital_gap_ev": [6.39, 7.21], "multiplicity": 4, "e_lumo_ev": [0.0, -0.6], "e_above_lowest_kj_mol": 56.3, "homo_ev": [-6.3, -7.8]}

=====

Record 2
{"formula": "C2H4N4O", "method": "ωB97M-V/def2-TZVPD", "species": ["N", "O", "N", "H", "H", "H", "N", "N", "H", "C", "C"], "xyz": [[0.0639, -0.6219, -0.7012], [1.9871, -1.4211, 0.3390], [0.2972, 1.6557, -0.3536], [2.1724, -1.6562, -0.5812], [-2.4704, -0.0550, -0.7276], [1.2318, -0.1314, 2.1875], [-1.8554, 0.7457, -0.7967], [0.4806, -0.0817, 1.4877], [-2.2514, 1.6615, -0.6194], [0.8659, -0.6864, 0.3731], [-0.5217, 0.5909, -0.6077]], "lowdin_charge": [0.15, 0.09, 0.23, 0.12, 0.11, 0.07, 0.15, 0.18, 0.11, -0.59, -0.62], "orbital_gap_ev": [8.57, 7.54], "e_lumo_ev": [-0.6, -2.0], "e_above_lowest_kj_mol": 406.5, "homo_ev": [-9.2, -9.5]}